[1]
Computed, not measured: C18H20N2O5S in the gas phase, with wB97M-V/def2-TZVPD.

Geometry as ORCA input:
```
! RIJCOSX wB97M-V def2-TZVPD def2/J DEFGRID3
* xyz 0 1
C -1.13760 4.00358 -1.18636
H -0.61605 4.94715 -1.37612
O -0.41207 2.90244 -1.67686
C 0.82978 2.66551 -1.17195
C 1.49550 1.56761 -1.71277
C 2.75240 1.21175 -1.25063
C 3.36913 1.98082 -0.26333
C 2.71307 3.08026 0.25040
C 1.44327 3.42586 -0.18166
H 0.95417 4.28197 0.25334
H 3.19123 3.67784 1.01216
H 4.35664 1.71738 0.08600
N 3.38175 0.08820 -1.76990
S 2.51786 -1.25998 -2.28278
O 1.97373 -1.01288 -3.58099
O 3.44537 -2.34635 -2.13854
C 1.16552 -1.40286 -1.11391
C -0.10757 -1.36047 -1.63948
C -1.21640 -1.42981 -0.80769
C -1.02417 -1.54909 0.57838
C 0.27264 -1.61561 1.07633
C 1.38530 -1.53933 0.24974
C 2.76371 -1.60642 0.82472
H 3.43276 -2.11546 0.13559
H 2.75114 -2.13560 1.77442
H 3.13895 -0.59924 1.00783
H 0.41641 -1.71869 2.13873
N -2.15354 -1.66947 1.41893
C -2.16761 -1.19158 2.70534
O -1.22260 -0.61275 3.19246
C -3.43334 -1.43964 3.49899
H -3.23868 -1.13082 4.52278
H -3.70550 -2.49213 3.49101
H -4.25960 -0.84538 3.11395
C -3.31849 -2.16083 0.71091
H -4.20364 -2.14031 1.33931
C -3.53069 -1.27670 -0.51932
O -2.44170 -1.39176 -1.40268
H -4.41416 -1.58219 -1.08398
H -3.64720 -0.23120 -0.20081
H -3.13299 -3.19045 0.38269
H -0.24318 -1.26521 -2.70397
H 4.26685 -0.15368 -1.35320
H 1.02818 1.00636 -2.50292
H -2.08103 4.00038 -1.73031
H -1.33755 3.90876 -0.11384
*
```

Values from the calculation:
LUMO in Eh: 0.01727
SMILES: COc1cccc(NS(=O)(=O)c2cc3c(cc2C)N(C(C)=O)CCO3)c1
HOMO in eV: -8.434

These are the Mulliken partial charges, in e, on atoms 1 to 5:
1. C -0.928
2. H 0.375
3. O -0.388
4. C 0.368
5. C 0.191

[2]
Computed, not measured: a molecular structure, Li4O16S4 at a distorted geometry, with wB97M-V/def2-TZVPD.

Geometry as ORCA input:
```
! RIJCOSX wB97M-V def2-TZVPD def2/J DEFGRID3
* xyz -4 1
Li 18.64841 -12.57634 -17.93228
Li 15.80682 -12.07648 -18.28078
Li 14.50367 -13.36465 -20.49060
Li 14.97751 -9.43691 -19.39606
S 17.12808 -14.63408 -19.63798
O 17.41773 -14.98621 -21.02020
O 16.80738 -15.78774 -18.89076
O 18.31322 -14.01287 -19.12874
O 16.17722 -13.57639 -19.48877
S 17.75362 -9.74250 -18.76389
O 18.06242 -8.95912 -17.59519
O 17.65181 -8.81865 -19.91570
O 18.74828 -10.81639 -18.93868
O 16.47016 -10.30180 -18.44806
S 16.85845 -12.26957 -15.78294
O 16.78520 -13.12045 -14.59490
O 15.65318 -11.48760 -16.05042
O 18.01834 -11.37637 -15.67744
O 17.04695 -13.08422 -16.99155
S 12.82961 -11.09377 -18.55314
O 12.68000 -11.04976 -17.08100
O 13.11154 -9.70885 -18.92523
O 13.99892 -11.86862 -19.00254
O 11.68513 -11.56627 -19.34139
*
```

Values from the calculation:
LUMO in Eh: 0.26804
HOMO in eV: 4.592

These are the Mulliken partial charges, in e, on atoms 1 to 5:
1. Li 0.922
2. Li 1.317
3. Li 0.776
4. Li 0.840
5. S 0.986

[3]
Computed, not measured: a molecular structure, C4H9NS at a distorted geometry, with wB97M-V/def2-TZVPD.

Geometry as ORCA input:
```
! RIJCOSX wB97M-V def2-TZVPD def2/J DEFGRID3
* xyz 0 1
C 0.56027 1.27781 -0.58579
C 0.02482 0.88894 0.87369
C -0.14981 -0.55399 0.36742
C 0.91134 -1.32182 -0.07298
H 1.68505 0.64129 -0.61063
H 0.85475 2.41268 -0.75084
H -0.24880 1.00870 -1.51377
H -0.86005 1.35902 1.37794
H 0.91693 0.83809 1.56267
H 2.01686 -0.70718 -0.11133
H 0.71501 -2.01871 -0.92775
H 0.88461 -2.15595 1.00348
H -3.46590 -0.88254 -0.53938
N -1.22933 -0.89495 -0.09670
S -2.61573 0.10860 0.02396
*
```

Values from the calculation:
LUMO in Eh: 0.03307
HOMO in eV: -8.444

These are the Mulliken partial charges, in e, on atoms 1 to 5:
1. C -0.679
2. C -0.692
3. C 0.458
4. C -0.758
5. H 0.152

Computed energy above the lowest of the compared OMol25 structures with the same formula, charge and spin (eV) in order:
1.066; 0.752; 4.948